[1]
{
  "formula": "C38H51N7ORe",
  "method": "ωB97M-V/def2-TZVPD",
  "e_tot_ev": -54829.2553,
  "multiplicity": 4,
  "orbital_gap_ev": [7.71, 6.24],
  "s2": 3.810,
  "total_charge": 2,
  "de_lowest_kcal_mol": 1.7,
  "elements": ["Re", "C", "N", "C", "C", "C", "C", "C", "C", "N", "C", "C", "C", "C", "C", "C", "N", "C", "C", "C", "C", "C", "N", "H", "H", "H", "H", "H", "H", "H", "H", "H", "H", "H", "H", "H", "H", "H", "H", "H", "H", "C", "C", "C", "C", "C", "H", "H", "H", "H", "H", "H", "H", "H", "H", "H", "C", "C", "C", "C", "C", "N", "H", "H", "H", "H", "H", "H", "H", "H", "H", "C", "C", "N", "C", "C", "C", "O", "C", "C", "C", "C", "N", "C", "H", "H", "H", "H", "H", "H", "H", "H", "H", "H", "H", "H", "H", "H"],
  "xyz": [[0.12576, 0.47286, 0.27804], [-2.35360, -1.83107, -0.31264], [-1.47876, -1.16572, -1.28729], [-2.23000, -0.27174, -2.16960], [-2.40672, 1.06016, -1.51398], [-3.53573, 1.86359, -1.71283], [-3.68453, 3.04727, -0.94624], [-2.68687, 3.44977, -0.12601], [-1.38591, 2.72096, -0.08021], [-1.42475, 1.41853, -0.72759], [-0.70722, -2.13013, -2.06407], [0.39979, -2.72897, -1.25498], [0.63610, -4.09176, -1.26943], [1.77780, -4.58602, -0.65876], [2.65690, -3.68531, -0.08609], [2.32085, -2.34431, -0.08672], [1.19481, -1.85620, -0.61913], [-2.18916, -1.46765, 1.14597], [-3.07007, -2.05958, 2.04143], [-2.94536, -1.82695, 3.39376], [-1.91537, -1.00261, 3.83252], [-1.08158, -0.44525, 2.89703], [-1.21332, -0.65091, 1.56553], [-3.39935, -1.66044, -0.57383], [-2.20473, -2.91100, -0.37805], [-1.65789, -0.12662, -3.09009], [-3.19362, -0.69536, -2.46351], [-4.31463, 1.53456, -2.38966], [-4.60695, 3.61142, -1.00801], [-2.79321, 4.34443, 0.47107], [-0.65514, 3.33192, -0.63391], [-1.33588, -2.91754, -2.49003], [-0.24617, -1.59724, -2.89596], [-0.05243, -4.75389, -1.78095], [1.98894, -5.64903, -0.65658], [3.59298, -4.01172, 0.34914], [3.00080, -1.62110, 0.33504], [-3.85308, -2.70642, 1.65945], [-3.63321, -2.28044, 4.09731], [-1.76115, -0.79200, 4.88379], [-0.27806, 0.21157, 3.19467], [0.94464, 4.27711, 1.14457], [0.04659, 3.41002, 2.02861], [0.89690, 2.77956, 3.13245], [-0.97409, 4.33830, 2.72123], [-0.70408, 2.30774, 1.24218], [1.48925, 4.99523, 1.76306], [0.36952, 4.85928, 0.41715], [1.68256, 3.68244, 0.59882], [1.39220, 3.55890, 3.71906], [1.67056, 2.13034, 2.71432], [0.27798, 2.19507, 3.82458], [-0.45746, 5.02751, 3.39602], [-1.69477, 3.76718, 3.31450], [-1.52365, 4.95213, 2.00574], [-1.47558, 1.89267, 1.89808], [3.51984, 0.39192, 4.41755], [3.54618, -0.61609, 3.25643], [4.89652, -0.55196, 2.52098], [3.27161, -2.04034, 3.77126], [2.46678, -0.25729, 2.30864], [1.62999, 0.01909, 1.57342], [4.29322, 0.10468, 5.13181], [2.55676, 0.38707, 4.93201], [3.73033, 1.40631, 4.07339], [5.68491, -0.82272, 3.22512], [5.10242, 0.45496, 2.15212], [4.93787, -1.25107, 1.68349], [4.05464, -2.30541, 4.48358], [3.28469, -2.76880, 2.95806], [2.30778, -2.10011, 4.28008], [-1.45331, 3.38484, -4.19609], [-0.02374, 3.83057, -4.47642], [0.73998, 2.88179, -5.28858], [0.48271, 2.83663, -6.73939], [-0.36530, 1.64830, -7.17283], [1.67160, 2.03268, -4.80878], [2.29926, 1.24424, -5.49788], [2.00251, 2.05952, -3.33362], [3.25354, 2.51268, -2.93201], [3.59893, 2.43035, -1.59288], [2.70577, 1.86875, -0.70403], [1.50171, 1.41084, -1.08455], [1.16736, 1.52402, -2.38356], [-1.94429, 4.08419, -3.51481], [-1.46490, 2.38681, -3.74452], [-2.04138, 3.34087, -5.11490], [0.50549, 4.00407, -3.54213], [-0.03538, 4.78235, -5.00631], [1.44418, 2.80482, -7.24604], [-0.00588, 3.77470, -6.99901], [0.15391, 0.71322, -6.96346], [-0.54773, 1.70293, -8.24795], [-1.33438, 1.64062, -6.66711], [3.94034, 2.91788, -3.66622], [4.55776, 2.78408, -1.23598], [2.95428, 1.76906, 0.34187], [0.18911, 1.15026, -2.65578]],
  "forces_ev_per_angstrom": [[-0.5494, 0.4935, -0.1472], [0.1074, 0.0912, -0.0132], [-0.0504, -0.0289, 0.0154], [-0.0031, -0.0380, 0.0252], [-0.1080, 0.1450, 0.0285], [-0.0924, 0.0345, 0.0245], [-0.0170, -0.0925, -0.0614], [0.0247, 0.0769, 0.1846], [-0.0341, -0.0198, 0.0745], [-0.1024, -0.0943, -0.1047], [-0.0325, -0.0087, 0.0647], [0.0840, 0.0588, 0.0198], [0.0372, -0.1027, -0.0540], [-0.0060, -0.1155, -0.0136], [0.0694, -0.0393, -0.0001], [-0.0937, 0.1080, -0.1072], [-0.0031, 0.0144, 0.1066], [0.1178, 0.0699, -0.0543], [-0.1315, -0.0939, 0.0360], [-0.0467, -0.0198, 0.0809], [-0.0373, -0.0327, 0.1037], [-0.0255, -0.0104, -0.0876], [0.0596, 0.0018, -0.0564], [-0.0822, 0.0029, -0.0216], [0.0224, -0.0565, -0.0085], [0.0039, -0.0047, -0.0094], [-0.0525, -0.0296, -0.0330], [0.0488, 0.0128, 0.0527], [0.0442, -0.0267, 0.0025], [0.0048, 0.0007, -0.0206], [0.0376, 0.0103, -0.1032], [-0.0605, -0.0467, -0.0210], [0.0421, -0.0003, -0.0596], [0.0300, 0.0469, 0.0300], [-0.0161, 0.0730, -0.0079], [-0.0494, 0.0312, -0.0121], [0.0208, 0.0411, 0.0522], [0.0681, 0.0535, 0.0401], [0.0471, 0.0212, -0.0418], [-0.0296, -0.0194, -0.0925], [-0.0126, -0.0126, -0.0182], [0.0512, -0.0113, -0.0768], [-0.1354, 0.0385, 0.0246], [0.0920, -0.0455, 0.0258], [0.0212, -0.0433, -0.0182], [0.4268, -0.3132, -0.2543], [-0.0314, -0.0395, -0.0433], [0.0568, -0.0488, 0.0648], [-0.0863, 0.0890, 0.0654], [-0.0619, -0.0665, -0.0298], [-0.1068, 0.1645, 0.0971], [0.0831, 0.0561, -0.0697], [-0.0303, -0.0681, -0.0668], [0.0466, 0.0391, -0.0471], [0.0191, -0.0446, 0.0320], [-0.0451, 0.0407, 0.0197], [-0.0271, 0.0270, -0.0150], [-0.0384, -0.0034, -0.0365], [-0.0566, 0.0263, -0.0027], [-0.0256, 0.0254, -0.0425], [0.4006, -0.1163, 0.4296], [0.2187, -0.1928, 0.1712], [-0.0415, 0.0256, -0.0280], [0.0563, -0.0081, -0.0257], [-0.0160, -0.0586, 0.0191], [-0.0385, 0.0147, -0.0336], [-0.0150, -0.0513, 0.0217], [-0.0094, 0.0170, 0.0406], [-0.0411, 0.0108, -0.0399], [-0.0019, 0.0364, 0.0376], [0.0509, 0.0072, -0.0151], [0.0027, -0.0906, -0.0666], [0.0759, -0.1085, -0.0837], [-0.1262, -0.0275, 0.0091], [-0.1042, -0.0499, 0.1180], [-0.0252, 0.0062, 0.0196], [0.0269, -0.0659, -0.0891], [-0.0837, 0.1111, 0.0812], [0.1989, 0.1638, -0.1741], [0.0578, 0.0451, 0.0298], [0.0802, 0.0228, -0.0741], [0.0191, -0.1259, -0.0899], [-0.0420, 0.0805, 0.0666], [-0.1915, -0.1379, 0.1409], [0.0267, -0.0436, -0.0380], [-0.0138, 0.1198, -0.0198], [0.0250, -0.0027, 0.0569], [0.0706, -0.0141, 0.0525], [0.0344, 0.0616, -0.0133], [0.0647, 0.0083, -0.0207], [-0.0042, 0.0297, -0.0073], [-0.0147, 0.0296, -0.0056], [0.0132, -0.0204, 0.0729], [0.0582, 0.0099, -0.0371], [-0.0170, -0.0229, 0.0523], [-0.0555, -0.0175, -0.0292], [-0.0330, 0.0000, 0.0275], [0.0079, 0.0371, 0.0242]]
}



[2]
{
  "formula": "C38H52Cl2N6P2Si2V",
  "method": "ωB97M-V/def2-TZVPD",
  "e_tot_ev": -134258.7695,
  "multiplicity": 4,
  "orbital_gap_ev": [6.46, 7.42],
  "s2": 3.763,
  "de_lowest_kcal_mol": 33.2,
  "elements": ["V", "C", "Si", "C", "C", "N", "P", "C", "P", "N", "Si", "C", "C", "C", "C", "C", "C", "C", "C", "C", "C", "C", "C", "C", "C", "C", "C", "C", "C", "C", "C", "C", "C", "C", "C", "C", "C", "C", "H", "H", "H", "H", "H", "H", "H", "H", "H", "H", "H", "H", "H", "H", "H", "H", "H", "H", "H", "H", "H", "H", "H", "H", "H", "H", "H", "H", "H", "H", "H", "H", "H", "H", "H", "H", "H", "H", "Cl", "C", "Cl", "H", "H", "C", "N", "C", "N", "C", "N", "C", "N", "C", "C", "H", "H", "H", "H", "H", "H", "H", "H", "H", "H", "H", "H"],
  "xyz": [[-0.24480, 0.67360, 0.49345], [-2.08240, 4.42671, -0.75564], [-1.62089, 2.86953, -1.76503], [-2.92819, 2.73142, -3.15776], [0.14009, 3.17976, -2.48310], [-1.59080, 1.44430, -0.79066], [-1.72515, -0.02176, -1.47930], [-0.60011, -1.07690, -0.72165], [-0.85625, -1.84605, 0.79586], [-0.21900, -0.90751, 1.94532], [0.78355, -1.39567, 3.25811], [-0.05253, -2.61873, 4.47615], [2.45927, -2.22694, 2.78854], [1.17922, 0.22698, 4.20593], [0.07552, -3.40363, 0.66468], [1.14276, -3.42841, -0.22411], [1.92455, -4.56119, -0.33943], [1.66364, -5.66193, 0.46081], [0.61089, -5.63412, 1.36049], [-0.19174, -4.51243, 1.45491], [-2.50754, -2.44499, 1.26881], [-3.17412, -2.04225, 2.41816], [-4.43671, -2.53909, 2.69096], [-5.02754, -3.44050, 1.82071], [-4.36363, -3.84789, 0.67406], [-3.11129, -3.34082, 0.39263], [-1.12329, -0.03726, -3.20563], [0.26461, -0.02556, -3.31825], [0.87706, -0.13131, -4.55135], [0.09922, -0.23146, -5.69597], [-1.28223, -0.22151, -5.59733], [-1.89444, -0.13442, -4.35735], [-3.45814, -0.54031, -1.60709], [-3.69024, -1.75599, -2.24354], [-4.96973, -2.26777, -2.31320], [-6.02642, -1.57398, -1.74508], [-5.80025, -0.36294, -1.11249], [-4.51803, 0.15274, -1.03645], [-2.19003, 5.26628, -1.43235], [-1.31600, 4.69548, -0.03803], [-3.02485, 4.31879, -0.22979], [-3.53932, 3.62761, -3.21447], [-3.59329, 1.88958, -2.98021], [-2.46054, 2.57964, -4.12627], [0.38567, 4.23630, -2.49310], [0.22465, 2.81237, -3.50097], [0.90104, 2.66772, -1.89364], [0.11506, -3.64561, 4.16297], [-1.12589, -2.47228, 4.55328], [0.37485, -2.50244, 5.46841], [2.47313, -3.26323, 3.11201], [3.29120, -1.72618, 3.27430], [2.64304, -2.22639, 1.71865], [0.73836, 0.19778, 5.19703], [0.78634, 1.09944, 3.69016], [2.24810, 0.35943, 4.33546], [1.32459, -2.54771, -0.83349], [2.73082, -4.59261, -1.05936], [2.27096, -6.54885, 0.36708], [0.41336, -6.49395, 1.98292], [-1.03586, -4.49502, 2.12980], [-2.67468, -1.36936, 3.10253], [-4.96332, -2.24517, 3.58976], [-6.00385, -3.84146, 2.04893], [-4.82211, -4.56225, 0.00416], [-2.56698, -3.64830, -0.49164], [0.85546, 0.04417, -2.40816], [1.95652, -0.14256, -4.61745], [0.56786, -0.32428, -6.66401], [-1.89063, -0.28402, -6.49096], [-2.97426, -0.15768, -4.29788], [-2.84832, -2.27974, -2.68007], [-5.14811, -3.20598, -2.81733], [-7.02435, -1.98384, -1.79489], [-6.62646, 0.18573, -0.68416], [-4.33910, 1.10248, -0.55437], [0.71697, 3.03334, 1.18328], [2.31720, 2.27760, 1.29483], [2.08008, 0.59870, 0.73008], [2.63584, 2.24930, 2.33657], [3.02335, 2.80215, 0.64976], [-2.13716, 1.45717, 4.13299], [-3.35115, 1.90753, 4.80636], [-4.49705, 1.48527, 4.00799], [-4.45010, 2.02999, 2.65360], [-3.21366, 1.58378, 2.01850], [-2.02364, 1.98471, 2.77260], [-2.04721, 3.44497, 2.86448], [-3.25288, 3.94424, 3.51645], [-3.33956, 3.36556, 4.85169], [-4.40683, 3.48452, 2.75250], [-2.13569, 0.36607, 4.09671], [-1.27237, 1.78701, 4.71379], [-5.41394, 1.82620, 4.49810], [-4.51721, 0.39305, 3.95664], [-3.14528, 2.02578, 1.02001], [-3.23621, 0.49478, 1.92050], [-2.00566, 3.85627, 1.85402], [-1.17478, 3.78279, 3.43205], [-4.25857, 3.71981, 5.32959], [-2.48556, 3.70311, 5.44578], [-4.36441, 3.91789, 1.74855], [-5.31567, 3.83516, 3.24835]],
  "forces_ev_per_angstrom": [[-0.3938, 0.1842, 0.9919], [0.2164, -0.7218, -0.2961], [0.1163, 0.7556, -0.3306], [0.5037, 0.0458, 0.4199], [-0.6884, -0.0899, 0.1992], [-0.5721, 0.6689, -0.6698], [0.7221, -1.5272, -0.3074], [-1.8931, 0.3807, 0.7622], [0.4863, -0.3308, -0.9683], [-0.1197, -0.3113, 0.5521], [0.2182, 0.1277, 0.4456], [0.2322, 0.4463, -0.5353], [-0.6759, 0.3188, 0.0748], [-0.0705, -0.5775, -0.2818], [-0.0466, 0.1160, 0.1475], [0.0310, 0.0595, -0.1214], [0.1025, -0.0353, -0.0471], [0.0086, -0.0705, -0.0281], [0.0569, -0.2169, 0.0590], [0.0136, 0.1246, -0.0140], [0.1498, 0.2113, -0.3449], [0.2627, -0.0525, -0.0332], [-0.1608, -0.0388, 0.1027], [-0.0727, -0.0503, 0.0625], [-0.0756, -0.0805, -0.0551], [0.0802, -0.0400, 0.1324], [-0.0596, 0.1454, 0.0321], [0.1782, 0.0531, 0.0221], [0.0074, 0.0547, -0.0087], [-0.0186, -0.0036, -0.0699], [-0.0079, -0.0092, -0.1896], [-0.0132, 0.0293, 0.1642], [0.2436, -0.0826, 0.1147], [0.0243, 0.1224, -0.0467], [-0.0453, -0.0827, -0.1732], [-0.0165, -0.0059, 0.0188], [-0.1716, -0.0058, 0.0478], [0.2016, 0.0335, -0.0977], [0.0029, 0.2024, -0.2621], [0.1959, 0.0693, 0.1961], [-0.2313, -0.0799, 0.1197], [-0.0748, 0.1931, 0.0367], [-0.1047, -0.0698, 0.0169], [0.0714, -0.0091, -0.1306], [0.0136, 0.2966, 0.0071], [-0.0189, -0.0989, -0.1846], [-0.0060, -0.0606, 0.1039], [0.0406, -0.1456, -0.0688], [-0.1914, 0.1017, 0.0355], [0.1154, 0.0269, 0.1866], [-0.0538, -0.2274, 0.0364], [0.1511, 0.1592, 0.1125], [0.0193, 0.0402, -0.1631], [-0.1159, 0.0609, 0.2294], [-0.1531, 0.1214, -0.1484], [0.2909, 0.0083, 0.0473], [-0.0512, -0.1252, -0.0210], [0.0773, 0.0095, -0.0015], [0.0820, -0.1175, 0.0278], [-0.0480, -0.1101, 0.0481], [-0.0493, -0.0513, 0.1077], [-0.0176, 0.0175, -0.0091], [0.0204, 0.0479, 0.0384], [-0.1101, -0.0225, 0.0009], [-0.0509, -0.0099, -0.0364], [-0.0537, -0.0568, -0.0500], [-0.0339, -0.0904, -0.1894], [0.0430, 0.0195, -0.0376], [0.0571, 0.0097, -0.1076], [0.0119, -0.0469, -0.0040], [-0.0382, 0.0519, 0.0404], [-0.0369, -0.1253, -0.0150], [-0.0217, -0.1169, -0.0306], [-0.1047, 0.0009, -0.0106], [-0.0487, 0.0273, 0.0789], [0.0125, 0.0702, 0.0788], [0.2511, 0.5259, 0.2620], [0.0396, -0.0067, 0.0175], [1.7032, 0.0279, -0.0765], [-0.0863, 0.0204, -0.1813], [-0.1759, -0.1603, 0.1041], [0.1851, -0.1443, 0.1138], [-0.0112, -0.1427, 0.2925], [-0.2105, -0.0744, 0.0428], [-0.2342, -0.0868, -0.1167], [-0.1397, -0.0553, -0.2405], [0.1099, 0.0263, -0.0895], [0.1160, 0.1124, 0.0443], [0.0192, 0.3957, -0.0117], [0.0249, 0.0878, 0.1258], [-0.1731, 0.1188, -0.0748], [0.0725, 0.0300, -0.0260], [0.0005, -0.0331, -0.0225], [0.0322, -0.0263, -0.0296], [0.0237, 0.0353, -0.0310], [-0.0086, -0.1336, 0.1432], [0.0447, 0.0861, -0.0481], [0.0459, 0.0270, 0.0660], [-0.0097, -0.0072, -0.0416], [0.0759, -0.0442, -0.0113], [-0.0189, -0.0384, -0.0217], [-0.0162, -0.0625, 0.0478], [-0.0044, 0.0074, -0.0459]]
}